{
  "formula": "C21H22IrN3S3",
  "method": "the ωB97M-V functional and the def2-TZVPD basis",
  "multiplicity": 2,
  "charge": 1,
  "gap_ev": [6.93, 5.45],
  "s2": 0.7681,
  "symbols": ["Ir", "C", "N", "C", "C", "N", "C", "C", "C", "C", "C", "C", "C", "S", "C", "C", "C", "C", "C", "C", "S", "H", "H", "H", "H", "H", "H", "H", "H", "H", "H", "H", "H", "H", "H", "H", "H", "H", "H", "S", "C", "C", "C", "C", "C", "N", "H", "H", "H", "H"],
  "coordinates": [[0.41451, -1.36189, -0.24901], [2.86022, 0.37106, 0.62671], [1.51557, 0.64685, 0.05525], [0.67826, 1.33946, 1.03766], [-0.71950, 1.49121, 0.50436], [-1.30863, 0.16212, 0.25628], [-1.94874, -0.36763, 1.48608], [-2.32176, 0.17203, -0.78110], [-3.24007, 1.20181, -0.90217], [-4.25154, 1.12120, -1.84888], [-4.34349, 0.00914, -2.67633], [-3.42552, -1.01857, -2.55334], [-2.41522, -0.93966, -1.59485], [-1.32061, -2.28413, -1.42949], [1.65508, 1.38538, -1.19905], [1.89187, 2.75303, -1.21996], [2.07220, 3.40870, -2.42706], [2.03313, 2.69028, -3.61528], [1.81996, 1.32270, -3.59075], [1.62999, 0.66485, -2.37639], [1.43205, -1.07169, -2.36055], [3.35628, 1.30468, 0.90561], [3.46313, -0.14604, -0.11630], [2.76247, -0.25753, 1.50907], [1.08365, 2.31916, 1.30143], [0.67985, 0.73702, 1.94223], [-0.71254, 2.04752, -0.43148], [-1.30852, 2.05589, 1.23344], [-2.73662, 0.31347, 1.81673], [-1.22192, -0.48689, 2.27790], [-2.38825, -1.33931, 1.27136], [-3.18790, 2.06369, -0.24869], [-4.97161, 1.92369, -1.92953], [-5.12864, -0.05402, -3.41693], [-3.47434, -1.89081, -3.19257], [1.95598, 3.32195, -0.30091], [2.25022, 4.47498, -2.43471], [2.16799, 3.19582, -4.56184], [1.79892, 0.74565, -4.50618], [1.43124, -3.49259, -0.00483], [1.26328, -3.16512, 1.68379], [1.52846, -4.07590, 2.70672], [1.37581, -3.65745, 4.00768], [0.97413, -2.34359, 4.26768], [0.73385, -1.50845, 3.20595], [0.86043, -1.91137, 1.92758], [1.85393, -5.07671, 2.46045], [1.57084, -4.33775, 4.82607], [0.85774, -1.97765, 5.27705], [0.45441, -0.47860, 3.38110]]
}